1.
Below is a molecular structure, C43H44BrN11O4PPb in a non-equilibrium geometry, with properties calculated with wB97M-V/def2-TZVPD.

Properties
Relative energy (zero: lowest compared OMol25 entry of this formula, charge and spin) ... 29.6 kcal/mol
Highest occupied orbital energy ... -13.798 eV
Orbital gap ... 5.37 eV
E ... -5675.6554 Eh
Maximum force ... 1.021 eV Å⁻¹
Total charge ... +3

Last column: Löwdin charge in e.
Atoms and positions in Å:
Pb  -0.11  0.85  0.41  1.608
C  2.91  2.51  5.12  0.012
N  2.65  2.23  3.71  -0.097
C  3.56  2.37  2.70  0.003
C  2.91  2.01  1.54  -0.085
N  1.62  1.68  1.85  -0.026
C  1.49  1.81  3.16  -0.469
P  -0.05  1.54  4.10  1.216
C  -1.13  2.52  3.02  -0.438
N  -1.15  2.52  1.69  -0.019
C  -2.02  3.51  1.30  -0.079
C  -2.53  4.10  2.41  -0.006
N  -1.97  3.47  3.49  -0.099
C  -2.21  3.83  4.89  0.010
C  -0.38  -0.13  3.42  -0.427
N  -0.33  -0.53  2.14  -0.032
C  -0.51  -1.88  2.11  -0.068
C  -0.66  -2.32  3.39  0.004
N  -0.59  -1.21  4.20  -0.093
C  -0.67  -1.27  5.66  0.017
H  3.98  2.66  5.25  0.107
H  2.59  1.68  5.74  0.091
H  2.39  3.41  5.44  0.102
H  4.57  2.70  2.87  0.146
H  3.30  1.97  0.54  0.121
H  -2.22  3.71  0.26  0.113
H  -3.23  4.91  2.53  0.144
H  -3.09  4.45  4.95  0.106
H  -1.36  4.38  5.29  0.105
H  -2.37  2.93  5.49  0.089
H  -0.48  -2.45  1.20  0.123
H  -0.82  -3.31  3.79  0.151
H  -1.47  -1.94  5.95  0.111
H  -0.87  -0.28  6.06  0.071
H  0.27  -1.63  6.07  0.109
C  2.90  -1.40  3.36  -0.063
O  2.61  -1.20  1.99  -0.115
C  3.26  -2.03  1.10  -0.203
C  4.11  -3.05  1.48  -0.052
C  4.69  -3.86  0.50  -0.671
Br  5.85  -5.24  1.04  0.823
C  4.44  -3.65  -0.84  -0.047
C  3.61  -2.60  -1.21  -0.073
C  3.01  -1.81  -0.25  -0.171
O  2.12  -0.80  -0.59  -0.028
C  3.37  -2.35  -2.65  -0.278
N  3.21  -3.28  -3.53  0.204
C  3.09  -2.62  -4.75  -0.214
C  2.96  -3.15  -6.04  0.003
C  2.93  -2.26  -7.09  -0.067
C  3.01  -0.87  -6.89  -0.072
C  3.12  -0.34  -5.62  -0.036
C  3.18  -1.24  -4.56  -0.196
N  3.31  -1.07  -3.19  0.143
H  2.64  -2.42  3.68  0.104
H  2.28  -0.69  3.90  0.067
H  3.95  -1.22  3.58  0.113
H  4.35  -3.24  2.52  0.103
H  4.89  -4.28  -1.60  0.125
H  1.96  -0.86  -1.55  0.065
H  2.90  -4.22  -6.18  0.121
H  2.87  -2.64  -8.11  0.112
H  2.99  -0.21  -7.74  0.110
H  3.19  0.73  -5.47  0.099
H  3.70  -0.25  -2.75  0.164
C  -3.18  -4.22  -2.46  -0.045
C  -2.48  -3.66  -3.52  -0.041
C  -1.68  -2.55  -3.32  -0.004
C  -1.58  -2.00  -2.04  -0.236
C  -2.26  -2.57  -0.98  -0.054
C  -3.07  -3.68  -1.19  -0.059
N  -0.82  -0.80  -1.78  0.041
N  -0.41  -0.26  -2.80  0.106
C  0.35  0.95  -2.64  -0.282
C  0.78  1.55  -3.82  0.008
C  1.52  2.72  -3.80  -0.027
C  1.84  3.33  -2.59  -0.024
C  1.41  2.77  -1.39  -0.101
C  0.68  1.61  -1.48  -0.229
H  -3.82  -5.07  -2.63  0.120
H  -2.56  -4.09  -4.51  0.121
H  -1.13  -2.10  -4.14  0.113
H  -2.20  -2.11  -0.01  0.073
H  -3.62  -4.11  -0.36  0.113
H  0.52  1.06  -4.75  0.132
H  1.84  3.17  -4.73  0.128
H  2.42  4.25  -2.57  0.127
H  1.65  3.24  -0.45  0.096
O  -2.79  2.11  -1.19  0.020
C  -3.11  1.08  -0.58  -0.602
O  -2.36  0.35  0.14  -0.139
C  -4.56  0.59  -0.70  -0.135
N  -5.27  1.60  -1.57  0.108
C  -6.38  2.21  -0.77  -0.081
C  -5.90  2.04  0.67  -0.133
C  -5.30  0.64  0.64  -0.099
H  -4.55  -0.40  -1.16  0.165
H  -5.58  1.24  -2.47  0.193
H  -4.50  2.28  -1.74  0.152
H  -7.29  1.63  -0.93  0.143
H  -6.55  3.24  -1.08  0.141
H  -6.72  2.15  1.38  0.132
H  -5.14  2.79  0.90  0.110
H  -6.09  -0.11  0.67  0.133
H  -4.61  0.43  1.46  0.122

2.
Below is a molecular structure, C5H8N2 in a non-equilibrium geometry, with properties calculated with wB97M-V/def2-TZVPD.

Properties
Relative energy (zero: lowest compared OMol25 entry of this formula, charge and spin) ... 94.9 kcal/mol
Highest occupied orbital energy ... -9.111 eV
Orbital gap ... 9.82 eV
E ... -304.6843 Eh
Maximum force ... 1.009 eV Å⁻¹
Total charge ... 0

Last column: natural (NBO) charge in e.
Atoms and positions in Å:
C  0.00  -0.93  -1.09  -0.622
C  0.07  0.20  -0.09  0.035
C  -0.82  -0.01  1.13  -0.511
C  -0.37  -1.15  1.92  0.291
N  -0.01  -2.07  2.53  -0.322
C  1.32  0.95  0.11  -0.350
N  -0.15  1.53  -0.66  -0.651
H  0.42  -1.84  -0.64  0.240
H  -1.02  -1.15  -1.40  0.216
H  0.60  -0.70  -1.98  0.215
H  -1.86  -0.17  0.83  0.248
H  -0.78  0.89  1.76  0.266
H  1.99  0.77  -0.73  0.158
H  0.58  2.13  -0.02  0.406
H  0.04  1.56  -1.66  0.383